Computed, not measured: 13 unconnected molecules or ions with the total composition C60H120BN12O28P4 in a non-equilibrium geometry, with ωB97M-V/def2-TZVPD.

Summary:
Kohn-Sham gap, eV: 8.313
Strongest force on any atom, eV Å⁻¹: 4.4
Energy, Eh: -6512.87749
E_LUMO, eV: 1.57
Net charge: -1

```
225
Properties=species:S:1:pos:R:3:forces:R:3:lowdin_charge:R:1
O 1.35618 3.88685 1.79853 -0.527 -0.846 -0.034 0.14
C 0.82909 2.93806 1.27157 0.669 1.670 -1.460 -0.38
O 0.97035 2.65696 -0.04799 -0.857 -0.523 0.993 0.21
B 0.10124 1.49526 -0.38200 0.856 0.422 1.924 -0.94
O -0.54898 1.09609 0.96130 0.416 1.006 0.038 0.18
C -0.13073 1.94298 1.89839 0.015 -1.060 2.051 -0.38
O -0.33560 1.90552 3.11068 -0.193 -0.022 -2.405 0.13
O 0.88223 0.38407 -0.86796 0.855 -0.705 -0.042 0.23
C 0.34773 -0.08516 -1.96894 -1.113 0.024 -0.952 -0.39
O 0.66220 -1.01570 -2.64637 0.551 -0.211 0.201 0.15
C -0.91915 0.77877 -2.24358 -1.720 -1.094 -0.918 -0.33
O -0.88456 1.76270 -1.36664 -1.024 0.873 -0.476 0.23
O -1.85611 0.51763 -2.98151 1.894 0.579 1.016 0.13
O 1.20510 -5.66364 2.29228 0.538 -0.470 -0.243 -0.29
P 0.02011 -5.25360 1.51847 -1.178 0.103 1.342 0.53
N -1.22037 -4.92886 2.62692 0.343 -0.620 0.318 -0.29
C -1.37791 -5.79165 3.84103 2.151 0.111 -1.055 -0.07
C -2.39986 -4.18767 2.24037 0.261 0.032 -1.229 -0.12
N -0.41614 -6.37868 0.35988 0.520 0.517 1.538 -0.32
C -1.68726 -6.36642 -0.27420 -0.867 -0.734 -0.999 -0.14
C 0.36650 -7.58991 0.23267 0.545 1.502 -1.643 -0.09
N 0.11455 -3.83805 0.67602 -0.498 -0.433 -1.320 -0.29
C 0.72903 -3.97521 -0.65340 -0.019 0.742 -0.816 -0.08
C 0.42415 -2.60221 1.35749 0.401 0.377 -0.121 -0.08
H -0.48882 -6.45947 3.86064 -0.346 0.643 0.248 0.08
H -2.19615 -6.47792 3.83098 -1.096 -0.099 -0.342 0.07
H -1.39588 -5.19776 4.75640 -0.098 0.048 -0.073 0.07
H -3.15487 -4.89481 1.86995 -0.397 0.439 0.296 0.09
H -2.13034 -3.51382 1.39006 -0.349 -0.480 0.723 0.06
H -2.74488 -3.58780 3.07125 -0.493 0.000 0.127 0.06
H -1.59658 -6.34988 -1.38420 0.104 0.122 0.452 0.08
H -2.28550 -7.27563 -0.05868 0.336 0.161 0.085 0.10
H -2.32767 -5.54678 0.02551 0.194 0.381 0.021 0.05
H -0.19859 -8.43476 0.48146 -0.844 -1.435 0.683 0.06
H 0.60925 -7.67293 -0.84134 0.302 -0.265 0.252 0.09
H 1.26631 -7.49518 0.82096 0.172 -0.152 0.121 0.07
H 0.76979 -2.98212 -1.17525 -0.083 -0.828 0.592 0.08
H 1.74415 -4.34805 -0.56266 0.386 -0.042 -0.149 0.07
H 0.19766 -4.66821 -1.32848 -0.001 0.319 0.520 0.07
H -0.34930 -2.36084 2.08539 0.131 -0.013 0.101 0.06
H 0.46348 -1.79202 0.61167 -0.052 -0.224 0.318 0.08
H 1.41078 -2.67092 1.83757 -0.175 0.245 0.178 0.09
O 5.68881 0.67057 -6.15491 0.018 -0.097 0.050 -0.30
P 4.46906 0.02615 -5.63245 -1.606 -0.320 0.621 0.54
N 4.74312 -1.57981 -5.21714 0.297 -0.365 -0.183 -0.28
C 5.90390 -2.33135 -5.78718 0.487 3.204 1.457 -0.08
C 3.87654 -2.42919 -4.35338 1.810 -0.388 -1.556 -0.08
N 3.17301 0.35206 -6.66977 0.398 0.263 -1.268 -0.33
C 3.33438 0.80451 -8.10169 0.609 -0.171 2.344 -0.08
C 1.84219 -0.14551 -6.46849 -0.864 -0.614 -0.762 -0.16
N 3.65425 0.49521 -4.22897 -0.343 1.622 0.501 -0.29
C 4.15222 0.12942 -2.90370 1.203 0.574 -0.647 -0.12
C 2.86326 1.77636 -4.12555 0.898 -0.382 0.265 -0.08
H 6.15435 -3.09506 -5.09141 -0.035 -1.102 0.158 0.06
H 6.76883 -1.63101 -5.72629 -0.442 -0.414 -0.276 0.08
H 5.81223 -2.59457 -6.80721 -0.413 -0.777 -0.956 0.06
H 4.48925 -3.04878 -3.67913 -0.135 0.687 0.222 0.08
H 3.40763 -3.14098 -4.99285 -0.758 -0.696 -0.559 0.07
H 3.14121 -1.84646 -3.89707 -1.031 0.676 0.940 0.03
H 4.37797 1.04788 -8.13346 0.591 0.174 -0.675 0.05
H 3.05608 0.05423 -8.85002 -0.072 0.048 0.250 0.08
H 2.76853 1.72747 -8.18272 -0.273 0.003 -0.428 0.08
H 1.06650 0.61584 -6.78753 0.795 -0.770 0.005 0.10
H 1.77243 -1.07666 -7.11212 -0.686 0.794 0.793 0.10
H 1.60178 -0.36128 -5.42860 0.259 -0.285 -0.007 0.06
H 3.44251 -0.45533 -2.35720 -0.489 -0.468 0.380 0.06
H 5.08833 -0.41724 -3.04500 -0.181 -0.098 0.427 0.09
H 4.37213 1.03229 -2.31984 0.084 -0.096 -0.078 0.08
H 2.36797 1.79513 -3.15149 -0.539 -0.641 -0.122 0.06
H 2.13945 1.85245 -4.94605 0.365 0.294 0.304 0.06
H 3.49002 2.69432 -3.96076 -0.079 -0.675 -0.994 0.10
O -6.32340 -3.48054 -0.70404 0.367 0.269 0.552 -0.30
P -5.34860 -2.80304 -1.58673 -2.285 -1.031 -1.824 0.52
N -4.56072 -1.43579 -1.19680 1.342 -0.296 0.435 -0.31
C -3.36181 -1.50654 -0.39018 0.786 0.906 1.375 -0.09
C -5.18129 -0.14290 -1.10982 -1.707 -0.630 -0.751 -0.07
N -6.24711 -2.38729 -2.99211 1.708 -0.159 0.331 -0.30
C -7.68304 -2.33365 -3.11595 0.275 -0.246 -0.807 -0.13
C -5.47087 -1.87920 -4.12530 1.181 1.806 2.760 -0.11
N -4.11978 -3.83934 -2.00892 -1.782 -0.604 0.434 -0.29
C -4.49524 -5.28351 -2.00362 0.567 0.637 0.993 -0.08
C -2.97915 -3.50341 -2.78704 0.360 0.191 0.435 -0.13
H -2.67669 -0.69430 -0.68048 -0.119 -0.184 -0.270 0.08
H -2.80657 -2.44583 -0.49247 -0.426 0.203 0.186 0.06
H -3.54452 -1.25081 0.70670 -0.082 -0.728 -1.056 0.10
H -6.05885 -0.16548 -1.82542 0.948 0.440 0.757 0.10
H -4.44606 0.60372 -1.38659 -0.159 0.369 0.056 0.07
H -5.58095 -0.02375 -0.09090 0.132 0.484 -0.189 0.09
H -8.02332 -2.87732 -4.02598 0.208 0.532 0.295 0.09
H -8.11181 -2.85285 -2.30464 -0.449 -0.598 1.100 0.05
H -8.09109 -1.31528 -3.09577 0.116 0.068 -0.279 0.08
H -4.44772 -1.51957 -3.74705 -1.269 -0.815 -0.527 0.08
H -5.31076 -2.56902 -4.90989 -0.178 -0.620 -1.100 0.07
H -5.91160 -0.92257 -4.35902 -0.373 0.131 -1.114 0.06
H -5.19491 -5.64895 -2.77982 0.710 0.463 -0.266 0.09
H -3.49509 -5.77420 -1.99160 -1.166 -0.299 -0.175 0.06
H -5.05838 -5.44161 -1.07071 0.520 -0.220 -0.182 0.07
H -2.82533 -2.44020 -2.81594 -0.246 0.510 -0.635 0.06
H -3.01832 -4.00104 -3.73305 0.104 0.135 -0.986 0.09
H -2.09322 -3.81954 -2.28253 0.938 -0.729 0.427 0.06
O 6.06712 -1.34268 2.34082 -0.245 0.204 0.127 -0.28
P 5.53284 -0.14444 3.02697 -0.189 1.235 -0.032 0.50
N 6.67444 1.03642 3.38724 -0.721 -0.605 -0.202 -0.32
C 6.90473 2.25837 2.66847 2.470 -0.375 -1.058 -0.12
C 7.82397 0.45831 4.04180 -0.114 0.296 1.177 -0.13
N 4.92636 -0.47587 4.53591 -0.394 -1.066 -1.069 -0.30
C 4.56601 0.54037 5.51313 -0.711 -1.398 0.008 -0.11
C 4.13222 -1.74114 4.66502 2.362 0.441 -0.023 -0.06
N 4.38390 0.71325 2.17599 0.167 0.090 -1.033 -0.30
C 4.48240 0.87956 0.71785 1.212 -1.498 -0.377 -0.11
C 3.16114 1.27990 2.70292 -0.570 -1.200 -1.169 -0.06
H 7.16443 3.06131 3.34899 0.462 0.092 0.364 0.07
H 6.08644 2.66258 2.13485 -1.207 -0.218 -0.574 0.05
H 7.78242 2.13252 1.89379 -1.409 0.308 1.314 0.12
H 7.47368 -0.48953 4.51860 0.592 0.869 0.025 0.08
H 8.20670 1.21434 4.78622 -0.123 -0.988 -0.472 0.10
H 8.60203 0.18942 3.34056 0.427 0.030 -0.277 0.07
H 4.90439 0.14562 6.46356 0.138 0.298 0.549 0.08
H 5.07240 1.45875 5.27317 -0.117 0.452 0.052 0.08
H 3.45463 0.58719 5.56750 0.705 0.601 0.091 0.06
H 4.55981 -2.30735 5.51643 -0.761 0.296 -0.110 0.09
H 3.11464 -1.45668 4.74573 -1.194 -0.167 0.419 0.06
H 4.28919 -2.38198 3.79523 -0.054 0.250 -0.056 0.06
H 3.79449 0.22574 0.14221 -0.140 0.341 0.504 0.07
H 4.37526 1.89960 0.32375 -0.075 0.009 0.584 0.09
H 5.48047 0.49540 0.41069 -0.461 0.396 0.093 0.09
H 2.31402 0.62684 2.28721 0.570 0.789 1.116 0.12
H 3.04350 2.23682 2.21757 -0.085 0.517 0.241 0.06
H 3.19317 1.39756 3.77937 -0.458 -0.138 -0.096 0.06
O -3.56519 3.95614 -2.80269 0.370 0.462 -0.423 0.13
C -3.34557 3.91653 -1.63717 -1.369 -1.367 1.921 -0.39
O -4.03807 2.96254 -0.85858 -0.169 1.168 -0.903 -0.02
C -3.56677 2.96271 0.50221 2.944 -1.479 -2.292 -0.15
C -2.91926 4.30653 0.66863 -0.382 1.671 2.768 -0.16
C -2.43494 4.65730 -0.68689 0.950 -0.038 -1.065 -0.09
H -2.76430 2.15623 0.40806 -0.818 0.837 1.000 0.13
H -4.32389 2.63852 1.14759 -1.188 -0.100 0.951 0.10
H -2.06763 4.34384 1.41931 -1.077 -0.276 -0.707 0.13
H -3.66852 5.09600 1.02231 0.805 -1.098 -0.394 0.15
H -1.45320 4.16593 -0.84365 -0.215 0.550 -0.111 0.13
H -2.36957 5.73644 -0.85442 0.089 -0.382 -0.367 0.12
O -6.54431 1.28497 6.26297 0.272 0.099 0.089 0.12
C -5.73696 0.93728 5.45747 0.329 0.339 -0.829 -0.44
O -4.58913 1.68579 5.18183 -1.066 -0.518 0.156 0.01
C -3.78542 1.02299 4.21633 -0.415 -1.427 -0.584 -0.17
C -4.67774 -0.05494 3.48832 0.816 0.284 0.399 -0.11
C -5.80546 -0.29294 4.55602 1.505 0.613 -0.960 -0.05
H -2.94513 0.56445 4.70907 0.301 -0.326 0.475 0.10
H -3.34037 1.68433 3.49876 -0.099 0.857 -0.227 0.09
H -4.01207 -0.92275 3.18867 -1.119 0.699 0.678 0.11
H -5.02141 0.38145 2.53902 -0.336 -0.130 0.373 0.09
H -5.53710 -1.13643 5.15880 0.120 -0.608 0.415 0.10
H -6.79487 -0.45830 4.15787 -0.234 0.170 -0.054 0.12
O -3.67582 -2.62988 5.13906 0.323 -0.602 -0.500 0.10
C -2.61272 -2.20199 5.49949 -0.594 1.328 0.228 -0.49
O -2.54057 -1.54761 6.67117 0.291 0.327 -0.587 0.03
C -1.18536 -1.09726 6.89907 0.176 -1.537 0.672 -0.12
C -0.27266 -1.87226 5.94186 -2.420 0.702 -0.510 -0.09
C -1.26998 -2.10427 4.79950 -0.158 -0.062 0.062 -0.07
H -1.10370 -1.44682 7.90856 0.932 0.548 0.793 0.12
H -1.02457 -0.05120 6.76182 -0.479 0.834 0.069 0.10
H -0.06022 -2.82993 6.30907 0.741 -1.279 0.827 0.10
H 0.59077 -1.30184 5.72721 0.912 0.422 -0.454 0.09
H -1.14278 -3.02182 4.27768 0.528 -0.692 -0.594 0.07
H -1.31889 -1.30561 4.05808 -0.033 0.201 0.067 0.13
O 1.26232 1.60375 5.98020 -0.067 1.100 0.125 0.09
C 0.51646 2.55856 5.92914 -0.911 -1.928 0.283 -0.47
O -0.81348 2.36098 6.14903 0.209 -0.152 0.180 0.00
C -1.56764 3.49866 5.71844 -0.957 -0.519 -0.360 -0.17
C -0.60909 4.65389 5.65794 -0.457 0.338 3.403 -0.14
C 0.71813 3.97546 5.58282 1.464 0.381 -2.276 -0.09
H -2.43732 3.59877 6.40091 0.555 0.040 -0.573 0.14
H -1.88022 3.28808 4.69762 -0.474 -0.226 -0.001 0.10
H -0.67383 5.14269 6.66307 0.126 -0.039 -0.685 0.13
H -0.88944 5.40052 4.96198 0.163 0.500 -1.022 0.11
H 1.50478 4.41874 6.16738 0.315 0.199 0.151 0.13
H 1.06275 3.93444 4.52101 0.061 0.155 0.612 0.14
O -2.88262 3.51355 -7.26454 -0.524 -0.562 -0.012 0.09
C -3.41723 2.64280 -6.61980 1.092 1.462 0.754 -0.47
O -2.88631 1.39866 -6.52793 -1.571 0.771 -0.007 0.03
C -3.76131 0.64483 -5.64905 0.614 -0.855 0.800 -0.15
C -5.08005 1.43688 -5.41926 -0.602 -1.239 -0.683 -0.16
C -4.55753 2.81251 -5.60475 0.613 0.852 0.100 -0.10
H -3.17537 0.48813 -4.73875 -0.383 0.165 0.065 0.09
H -3.83421 -0.31947 -6.12970 -0.552 -0.296 -0.067 0.11
H -5.55982 1.32529 -4.42238 0.555 -0.303 -0.657 0.12
H -5.81383 1.13925 -6.20866 0.397 0.248 0.593 0.13
H -4.14335 3.08572 -4.62109 0.523 0.066 -0.511 0.10
H -5.22869 3.64539 -5.80439 -0.155 -0.282 -0.545 0.13
O -2.17748 6.83607 -3.10746 0.810 -0.570 -0.151 0.10
C -1.42963 5.96938 -3.49667 -0.250 0.428 -0.006 -0.49
O -0.31928 5.59323 -2.80545 -0.488 0.198 0.917 0.00
C 0.38060 4.50965 -3.45463 -1.326 2.617 -3.325 -0.11
C -0.70539 3.89777 -4.38223 -0.211 1.982 3.037 -0.11
C -1.50164 5.13666 -4.74325 -0.867 -0.053 -0.561 -0.08
H 0.83738 3.91932 -2.74701 0.867 -1.413 1.569 0.08
H 1.08834 5.05758 -4.08847 0.559 -0.571 0.152 0.13
H -1.26636 3.32321 -3.67560 -0.765 -1.003 -0.199 0.09
H -0.35124 3.40356 -5.19884 0.976 -1.700 -2.030 0.09
H -2.54401 4.99095 -5.08052 0.564 -0.107 0.453 0.12
H -1.02931 5.65761 -5.57579 0.241 0.255 0.030 0.14
O 5.83595 -4.73171 -1.91066 0.047 0.336 0.380 0.10
C 5.31361 -4.34791 -0.89937 -0.920 -0.173 0.378 -0.46
O 4.98572 -3.04336 -0.67645 0.465 -0.119 -0.036 0.03
C 4.07273 -2.90900 0.42658 0.018 -0.549 0.109 -0.17
C 4.08543 -4.21784 1.18490 -1.016 -0.829 1.204 -0.16
C 4.83213 -5.19229 0.30259 1.310 -0.375 -0.299 -0.07
H 3.13293 -2.64755 0.00599 -1.043 -0.165 -0.586 0.09
H 4.26468 -2.12741 1.12106 1.160 0.927 0.050 0.07
H 3.05056 -4.53914 1.46831 0.813 0.052 -0.444 0.09
H 4.60273 -4.14783 2.15354 -0.025 0.362 -0.376 0.11
H 4.28911 -6.09105 -0.01291 0.010 0.377 -0.153 0.12
H 5.77327 -5.56796 0.78573 -0.806 0.289 -0.344 0.14
O 1.84795 6.95426 3.83426 0.112 -0.085 0.234 0.11
C 1.57971 7.20626 2.69716 -0.133 -0.672 -0.209 -0.50
O 0.38931 7.72919 2.34894 0.079 0.128 -0.344 0.02
C 0.31746 7.87914 0.90452 -0.776 -0.004 0.674 -0.12
C 1.75423 7.89173 0.41811 -0.163 -0.630 -0.307 -0.14
C 2.46800 7.07568 1.46708 0.472 0.975 1.088 -0.07
H -0.26985 8.76373 0.74002 0.170 0.736 -0.183 0.12
H -0.34541 7.09599 0.56550 0.346 -0.679 -0.453 0.11
H 2.12637 8.88884 0.31347 0.206 0.737 0.328 0.11
H 1.92846 7.44174 -0.53717 -0.454 -0.303 -0.733 0.11
H 3.37380 7.54884 1.82892 0.472 0.044 -0.279 0.12
H 2.73622 6.07411 1.16597 -0.399 -0.397 0.201 0.11
```
Positions in Å, forces in eV/Å.